ORCA calculation (wB97M-V/def2-TZVPD) on a molecular structure, C16H30AgF6NO8S2 in a non-equilibrium geometry.

```
64
Properties=species:S:1:pos:R:3:mulliken_charge:R:1
Ag -0.0038 -0.5420 -0.2638 0.802
S -0.9350 3.3691 -1.0540 0.957
S -1.0166 4.8030 -3.3004 0.984
F 1.2882 5.9963 -2.4520 -0.205
F -3.4867 4.0868 -0.7643 -0.259
F 0.8783 6.0209 -4.5986 -0.258
F -2.7157 2.7650 0.8030 -0.230
F 1.6135 4.2246 -3.6828 -0.236
F -3.1689 1.9911 -1.1569 -0.198
O -0.0695 0.5338 1.8238 0.463
O 1.5114 -0.6247 -2.1127 -0.926
O -0.2591 2.2200 -0.4702 -0.538
O -1.4537 4.6156 -4.6592 -0.676
O -0.4566 4.5957 -0.4728 -0.660
O -1.8760 -0.8875 -1.8611 -0.843
O 0.4932 -2.3954 1.0249 0.457
O -1.6426 5.8401 -2.5395 -0.572
N -0.9833 3.2522 -2.6327 -0.405
C -2.6779 3.0355 -0.5113 0.641
C 0.8252 5.2863 -3.4572 0.656
C 2.8477 -0.7778 -1.8324 0.491
C 0.4467 -3.6238 0.2839 -0.712
C -2.5994 -1.9066 -1.3045 1.720
C -3.6559 -2.4517 -2.2334 -1.719
C -3.2679 -1.5191 0.0206 -1.124
C 0.8274 1.6821 3.6887 -0.724
C 1.2575 -4.6569 1.0834 -0.666
C -1.0790 0.6148 2.8354 -0.683
C 3.5951 0.4914 -1.4340 -1.124
C -0.7031 1.8198 3.6294 -0.554
C 1.2328 -4.0850 2.4983 -0.668
C 1.2644 -2.5784 2.2195 -0.587
C 1.1605 1.0416 2.3230 -0.307
C 3.2553 -1.9807 -0.9677 -0.979
H 0.7329 -2.0351 3.0019 0.037
H 1.0699 1.0587 4.5552 0.327
H 3.3743 0.8407 -0.4184 0.139
H -0.9214 2.7224 3.0497 0.261
H -3.8153 -2.3332 0.5246 0.394
H 2.9745 -2.9354 -1.4343 0.306
H -1.1571 1.9385 4.6136 0.379
H -2.6265 -0.9921 0.7288 -0.071
H 4.3478 -2.0529 -0.8647 0.464
H 4.6805 0.4060 -1.5492 0.435
H -1.9454 -2.7468 -0.9575 -0.804
H 3.2008 1.2081 -2.1606 0.188
H 0.6768 -5.5809 1.0424 0.374
H 2.2705 -2.1827 2.0690 0.347
H -2.0178 0.6094 2.2827 0.132
H 0.9038 -3.4990 -0.6971 0.296
H 2.0876 -4.4318 3.0784 0.361
H -0.9766 -0.3154 3.4218 0.275
H -4.3254 -1.6442 -2.5619 0.360
H 1.5689 1.7922 1.6486 0.242
H -0.5926 -3.9315 0.1771 0.285
H 2.2521 -4.7447 0.6515 0.237
H 3.2650 -1.0455 -2.8328 0.209
H 2.8077 -2.0350 0.0343 -0.226
H 1.8783 0.2326 2.4796 0.002
H -4.0976 -0.8212 -0.1970 0.303
H -4.3220 -3.2194 -1.8089 0.379
H 1.2660 2.6658 3.8604 0.346
H -3.2828 -2.8665 -3.1757 0.387
H 0.2766 -4.3170 2.9662 0.320
```

As for the LUMO energy: 4.254 eV. The calculation puts the frontier orbital gap at 5.053 eV. As for the net charge: -2. The value obtained for the calculated total energy is -2826.748629 a.u. As for the largest force on an atom: 0.0701 Eh/bohr. Its relative energy (zero: lowest compared OMol25 entry of this formula, charge and spin) is 31.4 kJ/mol.